No. 1
A cluster of 2 separate species, CH6NS in total, computed with wB97M-V/def2-TZVPD.

Properties
Charge ... -1
Orbital gap ... 6.7329 eV
E_LUMO ... 4.5 eV
F_max ... 1.17 eV/A

```
9
Properties=species:S:1:pos:R:3:nbo_charge:R:1
N -1.661 -0.418 1.016 -1.11
H -1.722 -0.704 1.996 0.33
H -1.390 0.561 1.079 0.34
H -0.761 -0.828 0.723 0.40
C 1.043 0.377 -1.075 -0.74
S 1.701 -0.753 0.247 -0.76
H 0.688 1.303 -0.625 0.17
H 1.860 0.578 -1.749 0.18
H 0.241 -0.116 -1.613 0.18
```

=====

No. 2
A cluster of 2 separate species, CH6NS in total, computed with wB97M-V/def2-TZVPD.

Properties
Charge ... -1
Orbital gap ... 6.4826 eV
E_LUMO ... 4.0 eV
F_max ... 1.08 eV/A

```
9
Properties=species:S:1:pos:R:3:nbo_charge:R:1
S 0.712 -2.370 0.221 -1.08
H 1.804 -1.986 0.901 0.08
C -1.345 1.954 -0.415 -0.42
N -0.114 2.654 -0.099 -0.84
H -1.375 0.874 -0.229 0.20
H -1.580 2.078 -1.474 0.18
H -2.199 2.296 0.176 0.17
H 0.042 2.643 0.886 0.35
H 0.683 2.171 -0.497 0.36
```

=====

No. 3
A cluster of 2 separate species, CH6O2 in total, computed with wB97M-V/def2-TZVPD.

Properties
Orbital gap ... 10.4743 eV
SMILES ... CO.O
E_LUMO ... 0.6 eV
F_max ... 1.83 eV/A

```
9
Properties=species:S:1:pos:R:3:nbo_charge:R:1
C 0.125 1.230 0.461 -0.26
O -0.720 1.213 -0.688 -0.72
H -0.354 1.873 1.207 0.17
H 0.472 0.238 0.724 0.19
H 1.033 1.815 0.233 0.16
H -1.001 0.325 -0.774 0.47
O 0.246 -1.883 -0.475 -0.95
H 0.664 -2.434 0.193 0.48
H -0.465 -2.377 -0.882 0.48
```

=====

No. 4
A cluster of 2 separate species, CH6O2 in total, computed with wB97M-V/def2-TZVPD.

Properties
Orbital gap ... 10.9184 eV
SMILES ... CO.O
E_LUMO ... 0.6 eV
F_max ... 6.02 eV/A

```
9
Properties=species:S:1:pos:R:3:nbo_charge:R:1
C 1.373 -1.511 0.386 -0.25
O 0.568 -0.768 1.224 -0.73
H 2.207 -0.729 0.123 0.19
H 1.692 -2.417 0.982 0.17
H 0.746 -1.746 -0.642 0.15
H -0.176 -1.386 1.551 0.46
O -1.792 2.103 -1.503 -0.98
H -1.242 3.158 -1.432 0.49
H -1.680 1.506 -0.661 0.49
```

=====

No. 5
A cluster of 3 separate species, CH6O4 in total, computed with wB97M-V/def2-TZVPD.

Properties
Charge ... +1
Orbital gap (alpha / beta) ... 10.5559 / 5.4786 eV
E_LUMO (alpha / beta) ... -5.6 / -10.6 eV
2S+1 ... 2
⟨S²⟩ ... 0.757
F_max ... 2.05 eV/A

```
11
Properties=species:S:1:pos:R:3:mulliken_spin:R:1
O 1.232 -0.002 -1.627 0.79
C 0.031 0.013 -1.347 -0.02
O -0.473 0.853 -0.525 0.05
H -0.741 -0.611 -1.842 0.05
H -1.176 0.540 0.085 0.00
H -1.630 0.534 2.187 0.00
H -2.771 -0.335 2.412 0.00
O -2.398 0.182 1.713 0.00
H 2.638 -0.803 1.379 0.00
H 2.153 -0.968 0.048 0.00
O 1.789 -0.857 0.943 0.14
```

=====

No. 6
A cluster of 2 separate species, CH6O5Si in total, computed with wB97M-V/def2-TZVPD.

Properties
Orbital gap ... 8.5261 eV
E_LUMO ... -0.4 eV
F_max ... 3.01 eV/A

```
13
Properties=species:S:1:pos:R:3:nbo_charge:R:1
C -1.646 -0.126 -0.119 -0.30
O 1.972 -1.768 0.284 -0.48
O 1.626 0.959 -0.005 -1.25
O 0.096 3.231 -0.774 -1.09
O -1.200 1.211 -0.466 -0.91
O 0.769 -2.327 0.961 -0.59
Si 0.315 1.743 -0.314 2.39
H -2.458 0.080 0.613 0.18
H -0.720 -0.791 0.293 0.26
H -2.276 -0.443 -0.994 0.19
H 2.690 -2.038 0.865 0.50
H 1.803 -0.801 0.627 0.57
H 0.281 3.957 -0.214 0.52
```

=====

No. 7
The molecule CH6OP2, computed with wB97M-V/def2-TZVPD.

Properties
Orbital gap ... 7.7370 eV
SMILES ... OC=[PH2]P
E_LUMO ... 0.7 eV
F_max ... 3.54 eV/A

```
10
Properties=species:S:1:pos:R:3:nbo_charge:R:1
O 1.878 -1.295 -1.270 -0.71
C 1.227 -0.950 -0.169 -0.37
P -0.250 0.125 -0.455 0.49
P -1.433 0.468 1.357 0.08
H 1.514 -2.053 -1.819 0.48
H 1.785 -0.354 0.544 0.15
H -0.996 -0.841 -1.109 -0.06
H -0.716 1.097 -1.463 -0.06
H -0.353 1.545 1.546 0.01
H -0.584 -0.313 2.018 0.00
```

=====

No. 8
A cluster of 2 separate species, CH6OS in total, computed with wB97M-V/def2-TZVPD.

Properties
Orbital gap ... 10.6817 eV
SMILES ... CO.S
E_LUMO ... 0.7 eV
F_max ... 0.32 eV/A

```
9
Properties=species:S:1:pos:R:3:nbo_charge:R:1
C -0.758 1.581 0.820 -0.24
O -0.744 0.211 0.453 -0.73
H 0.176 2.082 0.572 0.16
H -0.905 1.644 1.895 0.17
H -1.573 2.101 0.318 0.16
H 0.000 -0.009 -0.116 0.47
S 1.084 -2.853 -0.825 -0.28
H 0.519 -2.572 -2.006 0.14
H 2.202 -2.184 -1.112 0.14
```

=====

No. 9
A structure of composition CH6OSi, computed with wB97M-V/def2-TZVPD.

Properties
Orbital gap ... 8.4262 eV
E_LUMO ... -1.3 eV
F_max ... 5.52 eV/A

```
9
Properties=species:S:1:pos:R:3:nbo_charge:R:1
C -0.007 1.153 -0.312 -0.25
O -1.654 -0.341 0.008 -0.90
Si 0.565 -0.692 -0.100 0.92
H -0.305 1.847 0.341 0.17
H -0.342 1.375 -1.260 0.18
H -1.663 -0.571 0.960 0.46
H 0.062 -1.732 0.793 -0.18
H 0.590 -0.924 -1.542 -0.16
H 1.880 -0.705 0.397 -0.23
```

=====

No. 10
The molecule CH6P2S, computed with wB97M-V/def2-TZVPD.

Properties
Orbital gap ... 6.7210 eV
SMILES ... C[SH](=P)=P
E_LUMO ... -0.7 eV
F_max ... 2.79 eV/A

```
10
Properties=species:S:1:pos:R:3:nbo_charge:R:1
C 1.376 -0.299 -0.350 -0.77
S -0.050 0.192 0.609 0.32
P -1.249 0.033 -1.621 -0.22
P -0.801 -0.956 2.219 -0.17
H 1.247 0.360 -1.258 0.29
H 2.296 -0.218 0.230 0.24
H 1.053 -1.286 -0.714 0.26
H 0.163 1.561 0.546 0.12
H -1.950 1.264 -1.374 -0.05
H -2.086 -0.651 1.713 -0.01
```

=====

No. 11
The molecule CH6P2S, computed with wB97M-V/def2-TZVPD.

Properties
Orbital gap (alpha / beta) ... 6.6535 / 6.6542 eV
E_LUMO (alpha / beta) ... -0.5 / -0.5 eV
F_max ... 2.75 eV/A

```
10
Properties=species:S:1:pos:R:3:nbo_charge:R:1
C -1.237 -0.639 -0.373 -1.02
P 2.090 -0.604 -0.025 -0.15
P -1.196 1.192 -0.116 0.42
S 1.283 1.251 0.130 -0.07
H -1.949 -0.972 -1.136 0.25
H -1.168 -1.234 0.655 0.25
H -0.240 -1.038 -0.777 0.26
H 1.332 -0.960 1.209 -0.04
H -0.951 1.146 1.227 -0.06
H 2.036 1.857 -0.794 0.16
```

=====

No. 12
A structure of composition CH6P4, computed with wB97M-V/def2-TZVPD.

Properties
Orbital gap ... 9.3194 eV
E_LUMO ... 0.3 eV
F_max ... 5.03 eV/A

```
11
Properties=species:S:1:pos:R:3:nbo_charge:R:1
C 1.548 0.394 -0.064 -0.90
P -3.256 -0.786 0.181 0.04
P -2.423 1.206 0.277 0.00
P -1.377 -0.225 -0.926 -0.04
P 0.100 -0.611 0.727 0.27
H 1.190 0.248 -1.138 0.24
H 2.366 -0.081 0.325 0.22
H 1.503 1.468 0.406 0.23
H -2.479 -1.332 1.219 -0.01
H -3.167 1.684 -0.762 -0.01
H 0.807 -2.003 -0.239 -0.03
```

=====

What did the twelfth record say?
A structure of composition CH6P4, computed with wB97M-V/def2-TZVPD.

Properties
Orbital gap ... 9.3194 eV
E_LUMO ... 0.3 eV
F_max ... 5.03 eV/A

```
11
Properties=species:S:1:pos:R:3:nbo_charge:R:1
C 1.548 0.394 -0.064 -0.90
P -3.256 -0.786 0.181 0.04
P -2.423 1.206 0.277 0.00
P -1.377 -0.225 -0.926 -0.04
P 0.100 -0.611 0.727 0.27
H 1.190 0.248 -1.138 0.24
H 2.366 -0.081 0.325 0.22
H 1.503 1.468 0.406 0.23
H -2.479 -1.332 1.219 -0.01
H -3.167 1.684 -0.762 -0.01
H 0.807 -2.003 -0.239 -0.03
```